Entry 1:
The following is a quantum chemistry calculation of a structure of composition C7H13Cl2Cu2O8S in a non-equilibrium geometry, from OMol25.

The geometry in XYZ format:
```
33
Properties=species:S:1:pos:R:3:mulliken_charge:R:1
Cu 2.251 1.289 1.776 0.56
Cu 2.384 0.052 -1.586 0.69
S 4.025 2.574 0.073 1.35
O 5.315 1.885 0.007 -0.38
O 4.075 3.751 -0.825 -0.37
O 3.035 1.645 -0.346 -0.27
O 3.586 2.844 1.415 -0.64
C 0.737 -1.628 0.580 -0.25
O 1.466 -0.407 0.471 -0.18
H 1.299 -2.526 0.324 0.33
H 0.331 -1.762 1.583 0.05
H 0.058 -1.494 -0.262 0.19
C -2.965 -0.757 -3.990 -1.34
C -2.230 0.650 -3.800 0.39
C -2.790 1.629 -2.850 -0.43
O -1.768 1.949 -2.008 -0.30
C -0.680 1.177 -2.305 0.62
O 0.367 1.244 -1.729 -0.59
O -0.941 0.413 -3.286 -0.35
H -2.502 -1.350 -4.778 0.37
H -3.993 -0.645 -4.332 0.38
H -3.061 -1.471 -3.172 0.34
H -1.984 1.185 -4.717 0.31
H -3.647 1.390 -2.220 0.30
H -2.991 2.590 -3.323 0.26
Cl -1.568 -2.949 4.152 -0.17
C -0.668 -1.739 5.198 -0.43
C 0.817 -1.637 4.764 -0.09
Cl 1.683 -3.207 4.885 -0.16
H -0.845 -1.863 6.266 0.39
H -0.934 -0.706 4.974 0.26
H 1.330 -0.855 5.324 0.39
H 0.811 -1.272 3.736 -0.20
```

Calculated values
E_HOMO (spin up / spin down) in Eh: -0.4898 / -0.4870
Multiplicity: 3
Charge: +1
LUMO level (spin up / spin down) in eV: -4.32 / -6.89
Maximum force in eV/A: 5.6
Molecular weight in g mol⁻¹: 455.2
Gap between HOMO and LUMO (spin up / spin down) in eV: 9.00 / 6.36

***

Entry 2:
The following is a quantum chemistry calculation of an isolated molecule of C7H13Cl2P in a non-equilibrium geometry, from OMol25.

The geometry in XYZ format:
```
23
Properties=species:S:1:pos:R:3:mulliken_charge:R:1
C -1.341 -0.083 -0.626 -0.37
C -0.183 1.837 0.048 -1.21
C 0.912 0.786 0.403 -0.96
C -1.535 1.242 -0.007 0.53
C -2.267 1.299 1.439 -1.40
C 2.415 -1.999 -1.020 -0.87
C 0.872 -1.795 -1.215 -0.59
P 0.120 -0.801 0.044 0.80
Cl -2.670 -1.466 -0.457 -0.26
Cl 0.544 -2.025 1.789 -0.34
H -0.057 2.612 0.741 0.41
H 0.134 2.048 -0.936 0.42
H 1.729 1.054 -0.192 0.48
H 1.234 0.993 1.361 0.49
H -2.022 1.968 -0.738 0.23
H -1.543 0.988 2.143 0.37
H -3.139 0.738 1.408 0.40
H -2.531 2.343 1.882 0.33
H 2.679 -0.894 -0.607 0.21
H 2.602 -2.682 -0.180 0.28
H 3.063 -2.334 -1.809 0.35
H 0.195 -2.632 -1.289 0.38
H 0.788 -1.196 -2.183 0.32
```

Calculated values
Structure (SMILES): CC[P@]1(Cl)=C(Cl)[C@@H](C)CC1
E_HOMO in Eh: -0.2941
ΔE to the lowest compared entry with this formula, charge and spin in eV: 1.5616
Multiplicity: 1
LUMO level in eV: 0.29
Maximum force in eV/A: 4.0
Molecular weight in g mol⁻¹: 199.1
Gap between HOMO and LUMO in eV: 8.29

***

Entry 3:
The following is a quantum chemistry calculation of a structure of composition C7H13Cl4CrO6 in a non-equilibrium geometry, from OMol25.

The geometry in XYZ format:
```
31
Properties=species:S:1:pos:R:3:mulliken_charge:R:1
Cr -17.264 11.749 2.093 1.12
Cl -15.395 11.944 0.672 -0.43
C -13.918 13.837 3.475 -0.54
O -14.861 14.900 3.403 -0.26
C -16.136 14.782 3.250 0.73
O -16.723 13.729 2.955 -0.35
O -16.725 15.907 3.514 -0.27
C -18.135 16.020 3.367 -0.71
H -14.054 13.085 2.703 0.22
H -13.971 13.359 4.456 0.33
H -12.936 14.294 3.440 0.23
H -18.398 15.935 2.308 0.32
H -18.484 16.985 3.711 0.24
H -18.691 15.224 3.862 0.30
C -19.085 13.055 -5.901 -0.64
O -18.176 12.677 -4.867 -0.31
C -18.717 12.002 -3.870 0.79
O -19.860 11.657 -3.758 -0.54
O -17.756 11.747 -2.976 -0.29
C -18.142 10.998 -1.858 -0.52
H -19.750 13.852 -5.570 0.29
H -19.680 12.188 -6.180 0.30
H -18.557 13.428 -6.772 0.23
H -18.502 10.018 -2.180 0.34
H -19.026 11.427 -1.366 0.26
H -17.338 10.904 -1.135 0.13
C -13.800 15.328 -0.415 0.70
Cl -12.084 15.190 -0.739 -0.11
Cl -14.643 15.784 -1.915 -0.12
Cl -14.147 16.489 0.866 -0.13
H -14.198 14.384 -0.070 -0.32
```

Calculated values
E_HOMO (spin up / spin down) in Eh: -0.4817 / -0.4817
ΔE to the lowest compared entry with this formula, charge and spin in eV: 0.6198
Multiplicity: 5
Charge: +1
LUMO level (spin up / spin down) in eV: -6.92 / -6.09
Maximum force in eV/A: 3.4
Molecular weight in g mol⁻¹: 387.0
Gap between HOMO and LUMO (spin up / spin down) in eV: 6.18 / 7.02